{"formula": "C3H2N4", "method": "ωB97M-V with the def2-TZVPD basis set", "e_homo_ev": -10.1, "e_lumo_ev": 0.0, "multiplicity": 1, "smiles": "C#Cc1nnn[nH]1", "elements": ["C", "C", "C", "H", "H", "N", "N", "N", "N"], "positions_angstrom": [[-2.9386, 0.0196, -0.3813], [-1.6965, 0.2102, 0.0740], [-0.2572, 0.0328, 0.0318], [-3.9919, 0.0664, -0.6119], [0.3203, 0.0656, 2.1031], [0.5159, 0.1543, -1.0152], [1.7801, -0.0376, -0.6318], [1.7800, -0.1934, 0.6131], [0.6420, -0.1672, 1.0570]], "forces_ev_per_angstrom": [[8.559, 1.606, 3.406], [-7.730, -2.041, -3.520], [0.349, 0.818, 0.032], [0.419, -0.012, 0.146], [1.660, -1.244, -2.997], [-1.233, -0.262, -1.912], [-0.360, 0.307, -1.570], [6.420, -0.442, 1.348], [-8.083, 1.270, 5.065]], "nbo_charge": [-0.118, -0.090, 0.184, 0.251, 0.438, -0.251, -0.069, -0.045, -0.301]}

***

{"formula": "C5H22N2O4S", "method": "ωB97M-V with the def2-TZVPD basis set", "e_homo_ev": [0.4, -6.0], "total_charge": -1, "e_lumo_ev": [3.0, 2.9], "multiplicity": 2, "elements": ["C", "N", "C", "N", "C", "C", "C", "S", "H", "H", "H", "H", "H", "H", "H", "H", "H", "H", "H", "H", "H", "H", "H", "H", "O", "H", "H", "O", "H", "H", "O", "H", "H", "O"], "positions_angstrom": [[2.0058, 0.1049, 2.2850], [1.8643, 1.5711, 2.2621], [1.5138, 2.2137, 1.0013], [0.0387, 2.5603, 0.8243], [0.8205, -0.7639, 2.7775], [-0.1226, -1.3205, 1.7425], [0.1683, -2.7781, 1.0889], [-0.6563, -2.8599, -0.4956], [2.4407, -0.2103, 1.3511], [2.9098, -0.0452, 2.8909], [1.3986, 1.8218, 3.0733], [1.8331, 1.5651, 0.0551], [2.1024, 3.1570, 1.0809], [-0.5401, 2.7102, 1.5335], [-0.5252, 1.9633, 0.1117], [0.1844, -0.1062, 3.3947], [0.9934, -1.4123, 3.5722], [-1.2359, -1.3132, 2.0859], [-0.1469, -0.5770, 0.8247], [-0.1693, -3.6361, 1.8078], [1.2711, -2.9841, 1.1445], [-0.7540, -1.5380, -0.6876], [1.8108, 2.0269, -2.3877], [2.2847, 0.5497, -2.6603], [2.2659, 1.4460, -2.9870], [0.5821, 0.7839, -3.0840], [-0.8507, 0.1261, -3.2847], [-0.0299, 0.1357, -2.8853], [-1.7190, 1.4238, -2.1508], [-2.9922, 0.9177, -2.2643], [-2.3559, 1.3208, -2.8813], [-3.7865, 0.7730, 0.4361], [-3.7918, -0.4797, -0.4159], [-3.6846, 0.4207, -0.4304]], "forces_ev_per_angstrom": [[1.120, -0.129, 0.845], [1.244, -2.463, -2.369], [-1.610, 0.290, -0.081], [2.970, -2.222, -6.312], [-1.168, 2.217, -0.412], [-1.810, -0.282, -2.459], [0.581, 0.297, 3.075], [0.077, -0.623, -0.225], [-0.529, -0.206, -0.874], [-0.391, -0.358, 0.629], [-1.300, 1.256, 1.301], [-0.498, 1.387, 2.278], [-0.575, -0.405, -0.881], [-2.328, 0.703, 4.212], [1.628, 1.104, 1.676], [0.020, 0.564, -0.459], [1.321, -1.930, 0.941], [1.886, -0.063, -0.438], [0.126, -1.253, 1.838], [-0.116, 1.583, -1.311], [-0.671, 0.499, -0.897], [0.020, 0.000, -0.111], [-0.159, 0.104, 0.772], [-0.060, -0.251, 0.581], [0.789, 0.412, -1.106], [1.005, 2.197, -1.560], [-2.499, 0.797, -1.582], [1.402, -3.410, 2.923], [0.492, 0.453, -0.583], [-0.924, -0.039, -0.431], [-0.145, -0.193, 1.123], [-0.161, 0.381, 1.642], [-0.479, -3.718, 0.500], [0.742, 3.299, -2.241]], "nbo_charge": [-0.221, -0.659, -0.050, -0.948, -0.467, -0.483, -0.557, -0.086, 0.192, 0.182, 0.360, 0.179, 0.170, 0.341, 0.347, 0.207, 0.206, 0.200, 0.197, 0.208, 0.192, 0.136, 0.480, 0.486, -0.951, 0.468, 0.500, -1.009, 0.460, 0.494, -0.999, 0.332, 0.423, -1.330]}

***

Result set for energy relative to the best compared isomer or geometry (same formula, charge and spin): 404.4, 138.2 kJ/mol, one per record in the order listed.
Result set for F_max: 9.62, 7.32 eV/A, one per record in the order listed.